(1)
This record from the Open Molecules 2025 dataset describes a cluster of 7 separate species, C4H20O7 in total at a distorted geometry. The level of theory is ωB97M-V/def2-TZVPD.

The geometry in XYZ format:
```
31
Properties=species:S:1:pos:R:3:forces:R:3:nbo_charge:R:1
O 1.7417 -1.5143 1.8955 0.1 0.2 0.2 -0.06
C 2.0239 -0.5001 1.3323 0.1 -0.3 0.2 0.46
C 3.1277 -0.5026 0.3133 -0.4 -0.2 -2.6 -0.50
C 2.7847 0.5566 -0.7968 1.8 0.6 0.1 -0.40
C 2.2432 -0.0695 -2.0825 0.0 0.3 0.5 -0.62
H 1.3610 0.3841 1.4616 -0.1 0.0 0.2 0.32
H 4.1634 -0.5643 0.6328 -0.1 0.3 0.8 0.32
H 2.9526 -1.4498 -0.2166 0.2 -0.3 0.4 0.28
H 2.2139 1.3864 -0.3784 -0.6 -0.3 -0.2 0.22
H 3.7211 1.0732 -1.0411 0.1 -0.2 0.2 0.25
H 1.6529 -0.9319 -1.7709 -0.7 0.2 -0.6 0.20
H 2.9750 -0.4347 -2.8028 0.5 0.0 0.5 0.23
H 1.7287 0.7190 -2.6280 -0.7 -0.4 0.1 0.26
H -1.6714 -0.8048 -2.1406 0.1 -0.4 -0.3 0.49
H -1.0092 -1.9739 -2.7838 -0.1 -0.3 -0.1 0.48
O -1.6514 -1.7801 -2.0958 0.0 0.3 0.2 -0.98
H -2.6909 0.1566 1.7540 -0.3 -0.1 0.2 0.50
H -1.8636 1.1877 2.4807 -0.7 -0.1 -0.1 0.48
O -2.7063 1.0913 2.0069 0.6 0.6 -0.2 -0.97
H -2.8230 -1.4925 -0.4677 0.1 -0.4 0.5 0.51
H -2.7858 -0.0545 -0.1397 -0.2 0.1 0.3 0.46
O -2.8329 -0.9082 0.3116 0.1 0.0 -1.0 -0.97
H -1.0234 1.3237 -2.0257 0.0 0.4 -0.3 0.51
H -0.8096 1.1431 -3.6237 -0.3 0.5 0.0 0.49
O -0.8416 0.7209 -2.7680 0.2 -0.6 0.3 -1.01
H -1.7405 1.7168 0.3624 -0.4 0.5 0.3 0.51
H -1.4675 2.9925 -0.5441 -0.3 0.1 0.4 0.49
O -1.2266 2.0785 -0.3786 0.6 -0.4 -0.4 -1.01
H 0.1187 0.5949 3.5235 -0.1 -0.5 0.4 0.49
H -0.1933 -0.8406 2.9148 -0.2 0.0 0.5 0.49
O -0.3935 0.1000 2.8735 0.7 0.3 -0.4 -0.96
```
Positions in Å, forces in eV/Å.

For the HOMO-LUMO gap (alpha / beta), the calculation gives 7.81 / 4.07 eV. The total charge is +1. Its expectation value of S² is 0.757. The HOMO energy (alpha / beta) is -13.729 / -13.729 eV. Its spin multiplicity is 2. The calculation puts the largest force on an atom at 2.69 eV/A.

(2)
This record from the Open Molecules 2025 dataset describes a cluster of 9 separate species, C28H84F12N7O7P2 in total at a distorted geometry. The level of theory is ωB97M-V/def2-TZVPD.

The geometry in XYZ format:
```
140
Properties=species:S:1:pos:R:3:forces:R:3:lowdin_charge:R:1
C -3.1492 5.2362 -2.0774 0.5 -0.3 -1.0 -0.01
C -1.8242 4.4380 -2.1747 -2.7 1.6 0.5 -0.27
C -0.8763 4.7167 -1.0089 -0.4 0.3 -0.9 -0.22
O -1.3912 4.4559 0.2467 0.4 -1.3 1.8 -0.16
C -0.4252 4.8613 1.2576 -0.8 0.6 -0.1 -0.06
N -2.2438 2.9790 -2.1656 2.2 0.4 0.0 0.24
H -2.6905 2.5668 -2.9723 -0.6 0.5 -0.3 0.15
H -1.3651 2.4894 -2.0746 0.4 -0.7 0.0 0.09
H -2.7405 2.7447 -1.3179 -1.1 -0.1 1.0 0.09
H -3.1201 6.2988 -2.3186 0.9 0.2 0.8 0.10
H -3.6072 5.0226 -1.1116 -0.5 0.1 -0.4 0.10
H -3.7043 4.9677 -2.9762 -0.8 -0.8 0.5 0.09
H -1.3679 4.6960 -3.1303 0.4 -0.4 0.1 0.14
H -0.7334 5.7925 -0.9070 1.0 0.2 -1.4 0.15
H -0.0386 4.0854 -1.3055 1.1 0.3 0.8 0.11
H 0.5352 4.3489 1.2002 -0.1 -0.3 -0.4 0.07
H -0.8106 4.7408 2.2701 -0.5 -0.5 -0.4 0.07
H -0.2597 5.9361 1.1841 0.2 0.2 -0.4 0.10
C 1.3245 -3.8396 0.5912 0.3 -0.6 -0.5 -0.03
C 2.4794 -2.8080 0.5571 -1.3 -0.7 0.4 -0.30
C 3.6923 -3.3810 1.2359 1.1 0.0 -0.8 -0.20
O 4.8872 -2.6701 0.8641 -0.6 -0.3 1.4 -0.20
C 6.0242 -3.2039 1.6448 0.0 -0.9 -1.5 -0.02
N 2.7334 -2.5383 -0.8944 0.0 0.6 0.3 0.25
H 2.0873 -1.8616 -1.2749 -0.8 0.4 0.1 0.13
H 3.6352 -2.0986 -1.0111 0.9 -0.3 -0.1 0.16
H 2.6288 -3.3838 -1.4369 0.5 -0.4 -0.2 0.17
H 1.3171 -4.4711 1.4797 -0.3 0.7 0.5 0.09
H 1.4756 -4.6515 -0.1201 0.7 0.0 -0.5 0.09
H 0.3448 -3.4863 0.2695 0.0 0.6 0.7 0.08
H 2.2087 -1.8796 1.0600 -0.1 0.2 -0.5 0.12
H 3.8057 -4.4197 0.9256 0.1 -0.3 0.1 0.14
H 3.5047 -3.3656 2.3096 0.1 0.1 0.1 0.14
H 6.5965 -2.4369 2.1667 -0.4 0.0 -0.1 0.09
H 6.6331 -3.7317 0.9108 0.5 0.5 -0.1 0.10
H 5.7368 -4.0499 2.2692 -0.4 0.5 0.5 0.10
C -1.1798 -6.2713 4.2376 1.0 -0.4 0.0 -0.03
C -2.0049 -5.1253 3.7640 -0.4 1.1 0.0 -0.28
C -1.4564 -4.2401 2.5940 -0.3 -0.9 0.5 -0.20
O -2.3473 -3.2137 2.2813 0.1 -1.0 -1.1 -0.18
C -2.1127 -2.0236 2.9617 -0.3 1.1 1.5 -0.08
N -3.4311 -5.6399 3.4547 1.2 0.5 -0.3 0.26
H -3.9380 -5.6844 4.3271 -0.4 -0.3 0.3 0.18
H -3.9372 -5.0414 2.8177 -0.2 0.7 -0.2 0.16
H -3.3658 -6.5493 3.0200 -0.2 -0.6 0.1 0.17
H -0.7964 -6.9037 3.4369 -0.2 -0.1 -0.2 0.10
H -1.6776 -6.9010 4.9751 -0.2 0.1 0.0 0.11
H -0.2897 -5.8889 4.7373 0.0 0.1 0.1 0.11
H -2.1687 -4.4550 4.6078 -0.1 0.1 0.0 0.15
H -1.2575 -4.8521 1.7143 -0.4 -0.2 -0.3 0.12
H -0.4762 -3.8265 2.8313 0.0 -0.1 0.6 0.12
H -2.4754 -2.0992 3.9868 -0.5 0.1 0.2 0.10
H -2.6383 -1.2149 2.4540 0.1 -0.1 0.0 0.10
H -1.0654 -1.7819 3.1434 0.4 -0.1 -0.8 0.08
C -3.1005 -3.0916 -0.9985 -1.4 -0.6 -0.1 -0.03
C -3.8993 -3.6400 -2.2683 1.5 3.1 1.0 -0.20
C -3.7291 -2.5711 -3.4600 -1.0 -0.8 -0.2 -0.16
O -4.0363 -3.2065 -4.6845 0.3 -0.8 0.1 -0.20
C -3.8104 -2.4320 -5.8635 0.5 0.0 -0.2 -0.06
N -3.1671 -4.8875 -2.6088 -0.2 0.0 -0.9 0.23
H -2.2580 -4.8926 -2.1688 0.2 -0.2 0.2 0.15
H -3.6662 -5.7412 -2.4029 -0.3 -0.4 0.2 0.18
H -3.0356 -4.8634 -3.6099 0.1 -0.2 -1.0 0.16
H -2.0538 -2.8490 -1.1823 -0.1 0.3 -0.6 0.07
H -3.0515 -3.8486 -0.2158 -0.3 -0.4 0.0 0.06
H -3.6091 -2.2636 -0.5047 0.1 0.3 -0.4 0.09
H -4.9407 -3.8695 -2.0427 0.2 0.1 -0.2 0.17
H -2.7233 -2.1509 -3.4684 0.5 -0.2 0.1 0.11
H -4.4010 -1.7147 -3.4036 -0.2 0.0 1.0 0.14
H -2.7715 -2.1026 -5.8800 0.3 0.1 0.1 0.07
H -4.4483 -1.5559 -5.9801 -0.3 -0.1 0.4 0.10
H -3.9437 -3.0493 -6.7519 -0.2 -0.2 0.3 0.11
C 6.5481 1.8364 0.0074 -0.6 -1.2 1.6 0.00
C 5.1994 1.1185 0.4633 2.6 1.4 -1.0 -0.30
C 5.1648 0.8410 1.9751 -1.1 0.1 -2.7 -0.13
O 3.8120 0.3698 2.1050 0.9 0.3 0.2 -0.21
C 3.5224 -0.2341 3.3441 1.0 -0.7 0.2 -0.07
N 4.1222 2.0470 0.0479 -0.3 0.4 0.6 0.22
H 3.2304 1.6678 0.3326 -0.9 -0.2 -0.1 0.09
H 4.2242 2.9483 0.4922 0.1 0.4 0.4 0.17
H 4.1584 2.2578 -0.9392 -0.1 -0.3 -0.5 0.17
H 7.3520 1.1463 0.2635 0.1 -0.3 -0.9 0.10
H 6.8306 2.6351 0.6932 -0.6 0.5 -0.1 0.09
H 6.5466 2.1990 -1.0205 0.1 -0.3 0.1 0.09
H 5.0136 0.2275 -0.1364 0.2 -0.2 0.3 0.14
H 5.4022 1.7849 2.4657 -0.2 -0.1 0.6 0.14
H 5.9664 0.1160 2.1163 -0.3 -0.3 0.6 0.14
H 2.8091 -1.0442 3.1928 -0.7 0.6 0.1 0.09
H 3.2964 0.5216 4.0964 -0.4 -0.3 0.1 0.08
H 4.4055 -0.7826 3.6718 0.2 0.1 0.3 0.10
C 1.5573 2.0213 6.4598 -0.4 0.6 -0.7 -0.01
C 1.0155 2.4054 5.0237 -0.5 -0.1 0.5 -0.22
C -0.5259 2.3173 4.8649 -0.8 -0.3 0.6 -0.20
O -1.0230 2.9162 3.7099 1.7 0.7 -1.2 -0.22
C -2.1047 2.2640 3.0516 -0.7 0.1 0.3 -0.04
N 1.3914 3.9019 4.7688 -0.8 -0.4 0.3 0.25
H 1.6775 4.3078 5.6483 0.6 0.3 0.3 0.16
H 2.0055 4.1794 4.0165 0.8 -0.5 -0.1 0.16
H 0.5591 4.4168 4.5192 -1.0 0.0 -0.1 0.15
H 2.6436 1.9496 6.5148 0.0 0.2 -0.3 0.09
H 1.1990 1.0931 6.9050 -0.4 -0.1 -0.6 0.10
H 1.2296 2.7921 7.1574 0.0 0.1 0.1 0.09
H 1.4452 1.8114 4.2171 0.2 0.2 0.0 0.12
H -1.0936 2.8004 5.6601 0.5 0.0 0.8 0.15
H -0.8208 1.2688 4.9094 0.3 -0.3 0.0 0.13
H -2.4162 2.7899 2.1491 0.5 0.3 0.1 0.08
H -2.9517 2.3288 3.7345 -0.2 -0.6 -0.1 0.11
H -1.8326 1.2511 2.7550 -0.1 -0.1 0.2 0.07
C 2.3548 2.4985 -6.6807 0.2 1.3 0.1 -0.02
C 0.9355 2.2070 -6.2064 1.9 0.3 -0.4 -0.30
C 0.7416 2.3386 -4.7279 -0.3 -0.1 1.0 -0.20
O -0.5881 2.0570 -4.3736 -0.8 -0.4 0.0 -0.21
C -0.8506 0.6625 -4.3167 -0.8 -0.4 -0.5 -0.08
N 0.0260 3.2079 -6.8940 -0.4 -1.2 0.1 0.26
H 0.2135 4.1988 -6.8391 0.9 0.5 0.3 0.18
H -0.0033 2.9667 -7.8743 -0.3 0.0 -0.6 0.18
H -0.8884 3.1079 -6.4769 -0.8 -0.2 0.0 0.16
H 3.1683 1.8233 -6.4155 -0.5 -0.3 0.2 0.11
H 2.6136 3.4696 -6.2588 0.3 0.2 0.0 0.10
H 2.3989 2.6352 -7.7612 -0.1 -0.2 -0.1 0.10
H 0.7250 1.1912 -6.5410 -0.9 0.2 -0.1 0.16
H 0.8901 3.3287 -4.2970 0.5 0.3 -0.5 0.15
H 1.3859 1.6472 -4.1847 0.4 0.0 -0.2 0.14
H -0.1964 0.1433 -3.6163 0.0 0.1 0.1 0.09
H -0.8178 0.1828 -5.2950 0.6 0.0 -0.3 0.09
H -1.9025 0.4991 -4.0824 0.0 0.3 0.6 0.09
P 0.4356 0.6742 -0.0930 -1.9 1.0 1.7 0.27
F 1.9518 0.0937 -0.3035 0.6 0.4 -0.3 -0.18
F -0.0276 -0.6895 -0.8602 -0.3 0.5 -0.1 -0.16
F 0.3465 -0.0803 1.3622 0.6 0.2 -0.8 -0.16
F -1.0825 1.1889 0.1631 1.2 -0.5 -0.5 -0.13
F 1.0927 2.0216 0.5861 0.1 -0.8 0.5 -0.17
F 0.4603 1.5697 -1.4602 0.3 -1.2 -0.7 -0.17
P -4.9852 1.2452 -0.2901 -4.3 1.9 1.6 0.27
F -5.6172 2.3299 -1.3618 1.7 -1.2 0.1 -0.17
F -4.2176 0.3586 -1.4853 -0.1 1.1 0.6 -0.21
F -3.6626 2.1686 0.0258 0.9 0.0 -1.5 -0.20
F -4.4657 0.2506 0.8279 0.7 -0.9 0.3 -0.16
F -5.6887 2.2279 0.9036 0.4 -1.6 -1.0 -0.20
F -6.3442 0.3463 -0.4246 1.3 0.5 -0.3 -0.16
```
Positions in Å, forces in eV/Å.

For the HOMO-LUMO gap, the calculation gives 8.96 eV. The total charge is +5. The HOMO energy is -19.383 eV. Its spin multiplicity is 1. The calculation puts the largest force on an atom at 5.01 eV/A.

(3)
This record from the Open Molecules 2025 dataset describes an isolated molecule of C6H3Cl at a distorted geometry. The level of theory is ωB97M-V/def2-TZVPD.

The geometry in XYZ format:
```
10
Properties=species:S:1:pos:R:3:forces:R:3:nbo_charge:R:1
C -2.9859 -0.0581 0.1362 -5.8 -0.9 -1.3 -0.19
C -1.8228 -0.1944 -0.0526 2.9 -0.5 0.3 -0.07
C -0.4045 -0.4315 -0.0854 0.9 0.4 0.2 -0.24
C 0.5412 0.5455 -0.0627 -2.5 0.2 -0.6 -0.06
Cl -0.2414 2.1103 0.0053 1.1 0.7 0.0 0.02
C 1.9466 0.3880 -0.1536 3.6 -2.2 1.8 -0.08
C 3.0675 -0.0930 0.1217 -1.2 0.4 -1.0 -0.15
H -4.1636 -0.2250 -0.0993 3.7 0.9 1.1 0.27
H -0.0395 -1.4409 -0.0623 -0.1 -0.4 -0.2 0.24
H 4.1024 -0.6008 0.2528 -2.5 1.5 -0.4 0.27
```
Positions in Å, forces in eV/Å.

For the HOMO-LUMO gap, the calculation gives 8.67 eV. The HOMO energy is -8.947 eV. The SMILES is C#C/C=C(\Cl)C#C. Its spin multiplicity is 1. The calculation puts the largest force on an atom at 6.05 eV/A.

What is the largest force on an atom in the first record? 2.69 eV/A